[1]
The following is a DFT calculation (ωB97M-V/def2-TZVPD) of one molecule with the formula C6H6N2 in a non-equilibrium geometry.

Output
SMILES string	C1=C[C@H]2NN=CC2=C1
LUMO level	0.0195	Eh

Each atom is followed by the atoms it is bonded to, with distances in Å.
Element x y z (Å)
1 C 1.9879 -0.3344 -0.5914  C2 1.327, C8 1.519, H9 1.197
2 C 1.5572 0.8578 -0.1979  C1 1.327, C3 1.533, H10 1.089
3 C 0.1667 0.8606 0.4477  C2 1.533, N4 1.398, C7 1.592, H11 1.090
4 N -1.0561 1.3215 -0.0490  C3 1.398, N5 1.555, H12 1.042
5 N -2.0791 0.1562 0.0611  N4 1.555, C6 1.251
6 C -1.4942 -0.9308 0.2648  N5 1.251, C7 1.475, H13 1.215
7 C -0.0369 -0.7061 0.2491  C3 1.592, C6 1.475, C8 1.272
8 C 0.9325 -1.3688 -0.2408  C1 1.519, C7 1.272, H14 1.134
9 H 3.0446 -0.6754 -1.0388  C1 1.197
10 H 2.1715 1.7237 -0.4398  C2 1.089
11 H 0.3069 0.8705 1.5284  C3 1.090
12 H -1.5499 1.9582 0.6124  N4 1.042
13 H -1.9171 -2.0240 -0.0560  C6 1.215
14 H 1.2115 -2.4669 -0.2796  C8 1.134

---

[2]
The following is a DFT calculation (ωB97M-V/def2-TZVPD) of one molecule with the formula C6H6N2 in a non-equilibrium geometry.

Output
SMILES string	Cn1ncc2c1C=C2
LUMO level (alpha / beta)	0.0002 / -0.0038	Eh

Each atom is followed by the atoms it is bonded to, with distances in Å.
Element x y z (Å)
1 C -2.2596 -0.3771 0.1039  N2 1.463, H9 1.219, H10 1.162, H11 1.090
2 N -0.8918 0.1329 0.0090  C1 1.463, N3 1.309, C6 1.341
3 N -0.6958 1.3980 -0.2623  N2 1.309, C4 1.414
4 C 0.6578 1.7884 -0.1407  N3 1.414, C5 1.323, H12 1.049
5 C 1.4430 0.7917 0.2349  C4 1.323, C6 1.836, C8 1.504
6 C 0.1937 -0.5409 0.4163  N2 1.341, C5 1.836, C7 1.488
7 C 1.3681 -1.3086 -0.0798  C6 1.488, C8 1.349, H13 1.070
8 C 2.3487 -0.4033 0.1178  C5 1.504, C7 1.349, H14 1.131
9 H -2.2702 -1.2459 -0.7516  C1 1.219
10 H -2.4763 -0.7438 1.1850  C1 1.162
11 H -2.8824 0.4786 -0.1560  C1 1.090
12 H 0.8817 2.7513 -0.4922  C4 1.049
13 H 1.1433 -2.2245 -0.5861  C7 1.070
14 H 3.4397 -0.4968 0.4018  C8 1.131

---

[3]
The following is a DFT calculation (ωB97M-V/def2-TZVPD) of one molecule with the formula C6H6N2 in a non-equilibrium geometry.

Output
SMILES string	C#C[C@H](C#N)[C@@H]1CN1
LUMO level	0.0177	Eh

Each atom is followed by the atoms it is bonded to, with distances in Å.
Element x y z (Å)
1 C 2.0389 0.1178 -1.6560  C2 1.314, H9 1.006
2 C 0.9494 -0.1720 -0.9802  C1 1.314, C3 1.451
3 C -0.0479 -0.5949 -0.0144  C2 1.451, C4 1.493, C6 1.630, H10 1.316
4 C -1.2685 -1.2600 -0.5593  C3 1.493, N5 1.208
5 N -2.1178 -1.6660 -1.3160  C4 1.208
6 C 0.0358 0.1452 1.4355  C3 1.630, C7 1.559, N8 1.570, H11 1.210
7 C -0.7466 1.4797 1.2388  C6 1.559, N8 1.738, H12 1.271, H13 1.240
8 N 0.9827 1.3964 1.3908  C6 1.570, C7 1.738, H14 1.184
9 H 2.7324 0.4309 -2.3140  C1 1.006
10 H 0.6914 -1.6786 -0.1145  C3 1.316
11 H -0.0080 -0.4845 2.4675  C6 1.210
12 H -1.4201 1.8650 2.2455  C7 1.271
13 H -1.1565 1.7557 0.1015  C7 1.240
14 H 1.3400 1.7025 0.3038  N8 1.184

---

[4]
The following is a DFT calculation (ωB97M-V/def2-TZVPD) of one molecule with the formula C6H6N2O in a non-equilibrium geometry.

Output
SMILES string	NC(=O)c1ccncc1
LUMO level	0.0049	Eh

Each atom is followed by the atoms it is bonded to, with distances in Å.
Element x y z (Å)
1 N -1.5937 1.8963 -0.5594  C2 1.343, H10 1.011, H11 1.067
2 C -0.9596 1.3705 0.5018  N1 1.343, O3 1.239, C4 1.504
3 O -1.5011 1.5441 1.6026  C2 1.239
4 C -0.0476 0.2017 0.2473  C2 1.504, C5 1.397, C9 1.396
5 C 0.8788 0.2001 -0.7983  C4 1.397, C6 1.394, H12 1.091
6 C 1.7112 -0.9075 -0.9498  C5 1.394, N7 1.334, H13 1.093
7 N 1.6539 -1.9773 -0.1552  C6 1.334, C8 1.335
8 C 0.7309 -1.9948 0.8095  N7 1.335, C9 1.392, H14 1.093
9 C -0.1814 -0.9617 1.0072  C4 1.396, C8 1.392, H15 1.090
10 H -1.0605 2.4948 -1.1763  N1 1.011
11 H -2.6140 2.0715 -0.3015  N1 1.067
12 H 0.9432 1.0171 -1.5178  C5 1.091
13 H 2.4085 -0.9544 -1.7903  C6 1.093
14 H 0.6761 -2.8977 1.4229  C8 1.093
15 H -1.0447 -1.1027 1.6573  C9 1.090

---

For reference, DFT total energy by record: -9295.063, -9291.829, -9290.762, -11346.432 eV.